1.
Formula: C21H27N3O3
Source: the Open Molecules 2025 dataset
Level of theory: ωB97M-V/def2-TZVPD

The value obtained for the total energy is -1206.37428 Eh. Its SMILES is COc1ccccc1N1CCN([C@@H]2CCCN(C(=O)c3ccoc3)C2)CC1. Its charge is 0. The value obtained for the HOMO-LUMO gap is 8.19 eV. The value obtained for the molar mass is 369.5 g/mol.

Structure (XYZ):
```
54
Properties=species:S:1:pos:R:3:forces:R:3
C -5.769369 -2.825430 -1.003160 -0.1 -0.2 0.0
O -4.884550 -1.738832 -0.911821 0.1 0.5 0.2
C -5.029032 -0.854698 0.130239 0.0 -0.1 -0.1
C -5.959659 -1.021505 1.140282 0.0 -0.2 -0.1
C -6.107785 -0.072454 2.141891 0.0 0.1 0.1
C -5.316978 1.055538 2.128040 -0.1 0.0 0.1
C -4.365869 1.221730 1.135245 0.1 -0.1 -0.1
C -4.181633 0.281317 0.123345 -0.2 -0.1 0.1
N -3.282395 0.466423 -0.922040 -0.1 0.1 -0.3
C -2.333773 -0.575737 -1.253568 0.3 -0.4 0.3
C -1.044067 -0.407539 -0.447396 -0.2 -0.1 -0.3
N -0.432577 0.877270 -0.755368 0.1 0.1 0.1
C 0.925567 0.959327 -0.220538 0.2 0.1 -0.2
C 1.447588 2.383756 -0.015968 -0.1 -0.2 0.3
C 2.899574 2.341055 0.457662 0.0 0.0 -0.3
C 3.774767 1.572883 -0.534680 0.2 0.3 0.4
N 3.231282 0.252241 -0.738774 -0.1 0.0 -0.2
C 3.732942 -0.893989 -0.216747 0.1 -0.1 0.0
O 3.092246 -1.930482 -0.180158 -0.1 -0.2 0.2
C 5.137827 -0.853055 0.259556 0.3 -0.4 0.6
C 6.303633 -0.421015 -0.438539 0.4 -0.1 0.3
C 7.351131 -0.688932 0.384345 -0.1 0.4 -0.8
O 6.926237 -1.246500 1.529759 0.2 -0.2 0.4
C 5.594141 -1.357188 1.444093 -0.9 0.2 -0.5
C 1.867932 0.260106 -1.218297 -0.4 -0.3 0.1
C -1.350322 1.934141 -0.367101 -0.2 0.1 -0.2
C -2.667351 1.753278 -1.137734 0.1 0.3 0.2
H -5.501514 -3.341707 -1.924307 -0.1 0.0 0.1
H -6.811380 -2.494834 -1.064996 0.0 0.0 0.0
H -5.656416 -3.515199 -0.159453 0.0 0.0 0.0
H -6.599223 -1.889838 1.151514 0.0 -0.1 -0.1
H -6.845300 -0.222539 2.915341 -0.1 0.0 0.1
H -5.424492 1.809349 2.893858 0.0 0.1 0.1
H -3.753058 2.108612 1.160672 0.1 0.0 0.0
H -2.767222 -1.552822 -1.060887 0.1 0.1 -0.1
H -2.099533 -0.493406 -2.319385 0.0 -0.1 0.0
H -0.352724 -1.209907 -0.703279 0.0 0.0 0.1
H -1.278958 -0.485861 0.630946 0.1 0.0 -0.1
H 0.992655 0.431274 0.749219 0.0 0.0 -0.1
H 0.850193 2.909742 0.729798 -0.1 0.1 -0.1
H 1.387150 2.930043 -0.959757 -0.1 0.1 -0.1
H 3.284161 3.355728 0.572262 0.0 0.0 0.1
H 2.950466 1.845406 1.429934 0.1 0.0 0.0
H 4.795040 1.505396 -0.158923 -0.1 0.0 -0.1
H 3.786509 2.096344 -1.498077 0.1 0.0 0.0
H 6.343813 0.002364 -1.421216 0.1 0.1 -0.2
H 8.406062 -0.535570 0.272173 0.1 0.0 0.1
H 5.070773 -1.789901 2.272840 0.0 -0.1 0.2
H 1.572638 -0.776908 -1.373707 0.0 0.2 -0.1
H 1.825029 0.791463 -2.173770 0.0 0.0 0.0
H -0.931611 2.902895 -0.640128 0.0 0.0 0.1
H -1.545903 1.922881 0.720090 0.0 0.1 0.0
H -3.368813 2.550439 -0.889989 0.0 0.0 0.0
H -2.437010 1.817782 -2.207150 0.0 0.1 0.1
```
Forces are in eV/Å.

2.
Formula: C4H13N4O
Source: the Open Molecules 2025 dataset
Level of theory: ωB97M-V/def2-TZVPD

As for the spin multiplicity: 2. The value obtained for the total energy is -454.38255 Eh. Its charge is 0. The value obtained for the HOMO-LUMO gap (alpha / beta) is 3.97 / 9.01 eV. The value obtained for the molar mass is 133.2 g/mol.

Structure (XYZ):
```
22
Properties=species:S:1:pos:R:3:forces:R:3
C -0.155548 0.060791 -2.270050 -2.6 0.5 0.1
C 1.381691 -1.462845 -0.954007 -0.8 1.8 0.7
N 0.336573 -2.154216 -0.385686 -2.1 -1.6 1.0
N 1.068056 -0.533466 -1.917493 1.9 0.4 -1.6
N 2.664669 -1.885350 -0.812912 1.8 -1.2 1.1
H -0.555674 -1.644793 -0.266775 1.1 0.0 -0.6
H 0.490302 -2.435832 0.581058 0.5 -0.1 -0.3
H 1.796017 -0.375103 -2.625285 -0.5 -0.3 0.5
H 3.414049 -1.673858 -1.460291 -0.6 0.0 -0.2
H 3.043202 -2.038033 0.137793 -0.4 0.4 -0.8
H -1.091390 -0.327224 -1.727757 1.6 0.0 -0.8
H -0.353770 -0.002576 -3.363508 0.0 -0.2 0.6
H -0.206988 1.136448 -2.032917 0.2 0.1 0.1
C -0.665143 1.765008 2.809676 1.5 0.4 0.1
C -1.250120 1.032641 1.650571 -0.3 0.5 -2.1
O -0.577084 0.247878 0.999937 0.2 -0.3 1.0
N -2.491357 1.320877 1.098725 -0.1 0.0 0.5
H -1.314334 2.239655 3.537447 -0.2 -0.4 0.1
H -0.030966 2.581745 2.417817 -0.6 -0.1 -0.3
H -2.622060 0.842838 0.224437 0.1 -0.2 -0.1
H -3.038402 2.164439 1.144618 0.3 0.1 0.7
H 0.158277 1.140976 3.214600 -1.0 0.0 0.3
```
Forces are in eV/Å.

3.
Formula: C3H3NO2
Source: the Open Molecules 2025 dataset
Level of theory: ωB97M-V/def2-TZVPD

The value obtained for the total energy is -321.18960 Eh. Its SMILES is C1=CN2O[C@H]2O1. Its charge is 0. The value obtained for the HOMO-LUMO gap is 10.67 eV. The value obtained for the molar mass is 85.1 g/mol.

Structure (XYZ):
```
9
Properties=species:S:1:pos:R:3:forces:R:3
C -0.150304 -0.800287 -0.141521 0.0 0.0 -0.2
C 0.194633 0.127308 -1.001467 -0.4 3.4 2.9
N 0.105643 1.627245 0.032523 2.1 -2.8 -3.1
O -1.245520 1.706036 0.436476 -1.9 0.0 0.2
C -0.351330 0.983899 1.189850 0.1 0.0 0.6
O -0.417554 -0.393006 1.139636 -0.1 -0.3 0.1
H -0.253126 -1.862369 -0.286224 0.0 -0.1 0.0
H 0.496342 0.287541 -2.003094 0.1 -0.2 -0.5
H -0.120284 1.348917 2.183751 0.0 -0.1 0.0
```
Forces are in eV/Å.

4.
Formula: C32H72ClN4
Source: the Open Molecules 2025 dataset
Level of theory: ωB97M-V/def2-TZVPD

As for the spin multiplicity: 2. The value obtained for the total energy is -1940.95284 Eh. Its charge is +2. The value obtained for the HOMO-LUMO gap (alpha / beta) is 2.28 / 9.20 eV. The value obtained for the molar mass is 548.4 g/mol.

Structure (XYZ):
```
109
Properties=species:S:1:pos:R:3:forces:R:3
Cl 5.218501 22.048273 -4.442479 -0.2 0.2 0.1
C 6.701639 17.377309 -8.551374 -0.7 -0.1 0.1
C 6.685791 17.341414 -7.041141 0.4 -0.5 1.2
C 7.805648 18.205818 -6.469217 0.7 -0.7 1.0
N 8.016503 18.153668 -4.893985 -0.7 -1.3 0.7
C 8.443418 16.721434 -4.457640 -1.4 0.8 -1.3
C 9.072609 19.098692 -4.325561 0.7 0.0 -1.8
C 8.546347 19.782969 -3.078376 0.8 -0.2 0.9
C 7.258776 19.081152 -2.723370 -1.2 -1.3 -1.1
C 6.773609 18.589300 -4.089508 0.0 1.0 -1.3
H 5.999040 16.637249 -8.934457 -0.3 0.2 0.0
H 7.659773 17.023665 -8.932181 0.2 0.6 -0.1
H 6.383911 18.372983 -8.860881 0.5 -0.1 -0.6
H 6.839716 16.288704 -6.804070 0.0 0.0 0.5
H 5.754820 17.647304 -6.563818 -0.3 0.0 -0.4
H 7.699044 19.246995 -6.773674 -0.1 0.4 0.4
H 8.738986 17.841059 -6.898076 0.3 0.2 0.2
H 9.203369 16.374489 -5.157784 0.5 0.3 0.5
H 7.590844 16.072918 -4.659242 -0.1 0.0 0.3
H 8.685903 16.726076 -3.394960 0.2 0.0 -0.3
H 9.962998 18.474696 -4.248517 0.0 0.2 0.7
H 9.358520 19.801464 -5.108173 -0.4 0.3 -0.2
H 9.327861 19.739650 -2.319783 -0.1 -0.3 0.3
H 8.381211 20.855669 -3.179166 -0.2 0.0 -0.7
H 7.261937 18.154113 -2.150057 0.8 0.4 0.7
H 6.443325 19.700818 -2.350366 0.3 0.3 0.2
H 5.949731 17.876194 -4.061112 0.4 -0.4 -0.1
H 6.442018 19.449422 -4.671178 -0.3 0.2 0.0
C 2.017332 26.186648 -6.602548 0.3 0.0 -0.6
C 1.353413 25.457652 -5.437732 0.9 -0.7 0.5
C 1.954478 24.016541 -5.263025 -2.0 -0.5 0.1
N 1.327486 23.198720 -4.031124 0.9 -0.3 -0.9
C 1.983937 23.715443 -2.792874 -0.3 -0.5 0.7
C 1.583808 21.663400 -4.141577 1.4 -0.2 1.3
C 0.270801 20.967243 -4.249886 -0.5 -0.3 -1.0
C -0.736013 21.887055 -3.602709 -0.1 -0.1 -0.7
C -0.216090 23.263489 -3.924042 0.4 1.0 0.1
H 1.547998 27.134234 -6.866929 -0.2 0.0 0.4
H 1.912698 25.583172 -7.504192 0.0 -0.2 -0.1
H 3.081257 26.410980 -6.526127 0.1 -0.2 0.5
H 0.286326 25.473375 -5.659449 0.0 -0.4 0.2
H 1.503252 25.950525 -4.477144 -0.1 0.4 -0.1
H 3.037956 23.964552 -5.155920 0.0 0.1 0.3
H 1.684559 23.396690 -6.118027 0.0 0.0 -0.1
H 1.917298 24.800878 -2.718841 -0.4 -0.2 0.0
H 3.030897 23.436507 -2.673796 0.1 -0.2 -0.8
H 1.467888 23.186186 -1.991831 -0.1 0.5 0.3
H 2.032852 21.333729 -3.204676 0.4 0.5 0.1
H 2.315470 21.419632 -4.911865 -0.1 0.4 0.0
H 0.091822 20.006846 -3.766451 1.1 -0.2 -0.1
H 0.163678 20.820751 -5.324672 -1.0 0.0 -0.1
H -0.808814 21.682279 -2.534595 0.1 0.2 0.0
H -1.696500 21.666016 -4.068232 -0.2 0.5 0.3
H -0.436405 23.968731 -3.122668 -0.1 0.3 -0.4
H -0.558694 23.619950 -4.895463 -0.1 0.0 0.2
C 3.132700 19.621599 -7.031259 1.3 -0.1 0.7
C 3.377247 20.780976 -7.966000 -0.4 -0.4 -1.4
C 4.874848 20.909242 -8.277993 -1.2 1.3 -0.1
N 5.246715 22.169145 -9.238998 -1.0 -2.1 0.2
C 4.744367 21.740029 -10.630678 0.5 -0.2 1.5
C 4.760421 23.600425 -8.868882 -0.1 -1.2 -2.0
C 5.603964 24.045349 -7.758958 1.3 -0.6 1.6
C 6.861464 23.158353 -7.880342 1.2 -0.3 0.3
C 6.709467 22.283237 -9.063900 0.6 0.8 -2.1
H 3.577064 18.706720 -7.423223 -0.1 -0.1 -0.3
H 2.091495 19.403255 -6.793979 0.1 0.3 0.1
H 3.760672 19.858175 -6.172316 -0.5 -0.3 0.8
H 2.892852 21.692126 -7.614920 0.3 0.1 0.1
H 2.868171 20.455476 -8.873179 -0.1 0.6 -0.4
H 5.185793 20.002750 -8.797296 0.1 0.4 -0.3
H 5.454181 20.937980 -7.355134 0.2 0.6 0.0
H 3.663308 21.690897 -10.500361 0.1 0.2 -0.6
H 5.135847 20.733946 -10.781130 -0.1 0.1 -0.1
H 5.111828 22.376142 -11.435942 -0.2 0.3 0.3
H 5.096605 24.153450 -9.745948 -0.4 0.0 -0.3
H 3.672915 23.655994 -8.820281 0.1 -0.2 0.3
H 5.866436 25.098173 -7.862782 -0.3 -0.1 0.3
H 5.193772 23.772661 -6.786600 -0.3 0.6 0.2
H 7.819857 23.659302 -8.016877 -0.2 0.4 0.4
H 7.006730 22.415272 -7.096242 -0.1 0.6 1.1
H 7.148046 22.775138 -9.932099 -0.4 0.0 -0.4
H 7.249162 21.338243 -9.002204 -0.4 -0.4 0.3
C 5.219933 21.627088 0.049639 0.0 0.7 0.2
C 6.111339 22.899662 0.002978 0.9 -1.2 0.0
C 7.142154 22.842107 -1.186303 -0.8 1.9 0.5
N 7.547923 24.273219 -1.573972 0.7 1.6 -0.4
C 8.274380 25.086144 -0.416009 -0.6 -1.6 -0.3
C 6.392517 25.108268 -2.149777 -0.7 -1.3 1.4
C 7.013164 26.177375 -2.911994 -0.7 3.0 -1.0
C 8.365161 25.765004 -3.355488 0.6 -1.0 -0.5
C 8.405315 24.307563 -2.848321 1.1 0.6 -0.4
H 5.775002 20.695025 0.155677 0.1 0.1 -0.4
H 4.566080 21.636292 -0.822433 0.3 -0.4 -0.3
H 4.528463 21.646299 0.892018 0.2 0.2 0.2
H 6.761360 22.982496 0.874029 -0.3 -0.2 0.4
H 5.458130 23.768370 0.085241 0.2 0.1 -0.7
H 6.747087 22.421432 -2.111001 -0.2 -0.1 0.0
H 8.069750 22.353520 -0.888076 -0.1 -0.2 0.0
H 7.601912 25.262679 0.423464 -0.4 -0.1 -0.4
H 8.708854 26.040165 -0.714614 -0.2 -0.3 -0.5
H 9.038486 24.408897 -0.034464 0.2 0.1 -0.2
H 5.735181 25.487244 -1.367234 0.0 -0.4 0.1
H 5.859560 24.493487 -2.875109 -0.1 -0.7 0.5
H 7.011871 27.146197 -2.412508 0.0 0.0 0.1
H 6.414998 26.296554 -3.815374 -0.3 0.4 0.1
H 9.174389 26.432354 -3.059030 0.0 -0.3 0.3
H 8.342290 25.752582 -4.445178 0.5 -0.2 0.0
H 9.440826 23.979811 -2.756719 -0.2 -0.4 0.7
H 7.915150 23.714741 -3.620596 -0.2 -0.4 0.4
```
Forces are in eV/Å.

5.
Formula: C5H12N2
Source: the Open Molecules 2025 dataset
Level of theory: ωB97M-V/def2-TZVPD

The value obtained for the total energy is -307.21683 Eh. Its SMILES is [H]/N=C/NC(C)(C)C. Its charge is 0. The value obtained for the HOMO-LUMO gap is 9.71 eV. The value obtained for the molar mass is 100.2 g/mol.

Structure (XYZ):
```
19
Properties=species:S:1:pos:R:3:forces:R:3
H -1.181416 -3.482548 -1.165090 0.5 0.2 -0.1
N -0.317440 -2.969405 -0.958245 -0.5 0.5 -0.1
C -0.566399 -1.708735 -0.951038 -0.9 -0.9 0.1
N 0.395366 -0.786867 -0.705259 0.7 0.1 -0.3
C 0.201818 0.420800 0.102842 0.0 0.3 0.3
C 0.148760 0.013160 1.583035 -0.1 0.0 0.2
C 1.407699 1.351766 -0.137127 0.2 0.2 -0.1
C -1.087703 1.159237 -0.281046 -0.2 -0.2 -0.1
H -1.573347 -1.308746 -1.150322 0.4 0.0 0.1
H 1.268543 -1.265665 -0.490219 -0.1 0.2 -0.1
H 0.011738 0.886558 2.230400 0.0 -0.1 -0.1
H 1.072978 -0.491366 1.887846 -0.1 0.1 -0.1
H -0.679669 -0.677789 1.777088 0.1 0.1 -0.1
H 2.285553 0.806898 -0.503071 -0.2 0.0 0.1
H 1.178457 2.122156 -0.882810 0.0 -0.2 0.0
H 1.703683 1.872980 0.780305 -0.1 -0.1 -0.1
H -1.118189 1.370366 -1.356344 0.1 0.0 0.2
H -1.980992 0.574910 -0.034374 0.1 0.1 0.0
H -1.169440 2.112288 0.253428 0.2 -0.2 0.0
```
Forces are in eV/Å.